Arrangement a

DFT (wB97M-V/def2-TZVPD) results for C5H14N2O in the gas phase.

ORCA input file:
```
! wB97M-V def2-TZVPD RIJCOSX def2/J DEFGRID3
* xyz 0 1
C -0.073 0.614 -0.935
C 1.430 -0.034 -0.303
C -1.123 -0.222 -0.299
C 1.629 -1.537 -0.173
C -1.431 -0.031 1.170
N -2.409 0.186 -1.217
N 1.715 0.730 0.906
O -0.090 1.950 -0.596
H 0.439 2.013 0.233
H -0.062 0.484 -2.019
H 2.117 0.345 -1.065
H -1.017 -1.276 -0.559
H 2.712 0.814 1.073
H -3.250 0.338 -0.664
H -2.328 1.065 -1.722
H 1.303 0.283 1.718
H 1.360 -2.033 -1.104
H -0.870 0.707 1.742
H -2.450 0.278 1.404
H 1.021 -1.949 0.632
H 2.673 -1.773 0.049
H -1.298 -0.954 1.731
*
```

Calculated values
- HOMO energy: -8.8033 eV
- Lowest unoccupied orbital energy: 0.883 eV
- HOMO-LUMO gap: 9.7 eV

So, what does the Löwdin scheme give us? The charges, in e, come out as: -0.3361 -0.3374 -0.3218 -0.0762 -0.0599 0.0184 0.0172 -0.0391 0.0752 0.1414 0.1258 0.1173 0.0877 0.0346 0.0435 0.0724 0.0788 0.0666 0.0731 0.0699 0.0757 0.0729



Arrangement b

DFT (wB97M-V/def2-TZVPD) results for 2 unconnected molecules or ions with the total composition C5H14N2O.

ORCA input file:
```
! wB97M-V def2-TZVPD RIJCOSX def2/J DEFGRID3
* xyz 0 1
C -1.334 -0.993 0.563
C -1.259 -0.410 -0.910
C -0.158 0.633 -0.928
C 1.019 0.021 -0.682
N 2.169 0.882 -0.399
C -0.533 2.087 -1.049
N -1.991 -2.217 0.970
H -0.334 -0.976 1.113
H -1.782 -0.225 1.123
H -0.977 -1.370 -1.530
H -2.219 -0.050 -1.146
H 1.268 -0.967 -0.914
H 2.969 0.431 -0.840
H 1.899 1.834 -0.465
H 0.312 2.763 -1.153
H -0.998 2.691 -0.184
H -1.293 2.309 -1.875
H -1.500 -3.042 0.572
H -2.902 -2.279 0.768
H 2.316 0.344 1.982
H 2.367 -1.096 2.613
O 2.959 -0.370 2.371
*
```

Calculated values
- HOMO energy: -7.9081 eV
- Lowest unoccupied orbital energy: 0.810 eV
- HOMO-LUMO gap: 8.7 eV

So, what does the Löwdin scheme give us? The charges, in e, come out as: -0.2994 -0.1611 -0.3178 -0.1458 0.0449 -0.0731 0.0085 0.1152 0.0844 0.1365 0.0795 0.1054 0.0883 0.0437 0.0463 0.1004 0.0995 0.0861 0.0028 0.0637 0.0164 -0.1244



Arrangement c

DFT (wB97M-V/def2-TZVPD) results for 2 unconnected molecules or ions with the total composition C5H14N2O.

ORCA input file:
```
! wB97M-V def2-TZVPD RIJCOSX def2/J DEFGRID3
* xyz 0 1
C -1.707 -0.754 -1.017
C -0.318 1.784 -0.758
C -0.649 -0.642 0.075
C -0.051 0.751 0.335
N -0.447 1.204 1.670
O -1.123 -1.238 1.250
H -0.975 -0.589 1.956
H -1.373 1.623 1.638
H 0.197 1.903 2.018
H -2.576 -0.144 -0.776
H -1.316 -0.450 -1.983
H -2.038 -1.788 -1.069
H 0.200 2.712 -0.515
H 0.058 1.438 -1.718
H -1.382 1.996 -0.853
C 2.216 -1.635 -0.356
N 2.689 -0.558 0.144
H 2.889 -0.623 1.143
H 1.068 0.578 0.376
H 2.190 -1.698 -1.442
H 2.168 -2.598 0.165
H 0.281 -1.271 -0.283
*
```

Calculated values
- HOMO energy: -9.4335 eV
- Lowest unoccupied orbital energy: 0.965 eV
- HOMO-LUMO gap: 10.4 eV

So, what does the Löwdin scheme give us? The charges, in e, come out as: -0.0475 -0.0615 -0.4279 -0.4001 0.0293 -0.0458 0.0595 0.0909 0.0850 0.0805 0.0722 0.0796 0.0758 0.0771 0.0751 -0.1603 0.0044 0.0556 0.1001 0.0730 0.0843 0.1005



Arrangement d

DFT (wB97M-V/def2-TZVPD) results for C5H14N2O in the gas phase.

ORCA input file:
```
! wB97M-V def2-TZVPD RIJCOSX def2/J DEFGRID3
* xyz 0 1
C 0.834 -0.683 -0.460
C -0.198 0.361 0.016
C -2.477 1.086 -0.434
C 0.533 -2.084 0.052
C -0.283 0.399 1.542
N -1.494 0.029 -0.559
N 2.642 0.809 -0.670
O 2.143 -0.360 -0.012
H -1.368 -0.189 -1.544
H 0.835 -0.680 -1.561
H 0.164 1.345 -0.341
H 2.957 1.431 0.073
H 3.464 0.506 -1.192
H -3.373 0.798 -0.981
H -2.740 1.208 0.616
H -2.125 2.056 -0.818
H 1.152 -2.813 -0.464
H 0.750 -2.138 1.114
H -0.516 -2.306 -0.117
H -0.880 -0.435 1.898
H -0.736 1.326 1.881
H 0.717 0.330 1.961
*
```

Calculated values
- HOMO energy: -8.7785 eV
- Lowest unoccupied orbital energy: 1.070 eV
- HOMO-LUMO gap: 9.8 eV

So, what does the Löwdin scheme give us? The charges, in e, come out as: -0.3887 -0.3896 -0.1320 -0.0331 -0.0518 -0.1001 0.0396 -0.1860 0.1083 0.1406 0.1310 0.0846 0.0835 0.0768 0.0711 0.0807 0.0780 0.0788 0.0785 0.0824 0.0698 0.0776



arrangement a (28.7 kJ/mol below the next structure)



Arrangement a

DFT (wB97M-V/def2-TZVPD) results for 2 unconnected molecules or ions with the total composition C5H14N2O.

ORCA input file:
```
! wB97M-V def2-TZVPD RIJCOSX def2/J DEFGRID3
* xyz 0 1
C 0.257 -1.891 -1.553
C 1.161 -0.808 -0.858
C 0.445 0.330 -0.156
C -0.842 0.939 -0.745
N -2.071 -1.265 1.010
C -2.614 -0.005 0.663
N -2.033 0.921 0.039
H 0.418 -2.886 -1.134
H -0.789 -1.595 -1.390
H 0.424 -1.779 -2.611
H 1.778 -1.357 -0.121
H 1.853 -0.465 -1.631
H 1.088 1.239 -0.095
H 0.340 0.132 0.915
H -1.084 0.545 -1.754
H -0.642 1.986 -1.002
H -1.146 -1.410 0.638
H -2.712 -2.001 0.750
H -3.554 0.294 1.122
H 3.424 3.663 2.191
H 2.984 2.677 3.306
O 3.314 2.736 2.416
*
```

Calculated values
- HOMO energy: -8.7205 eV
- Lowest unoccupied orbital energy: 0.907 eV
- HOMO-LUMO gap: 9.6 eV

So, what does the Löwdin scheme give us? The charges, in e, come out as: -0.1030 -0.2471 -0.2197 -0.2556 0.0779 -0.2803 0.0051 0.0697 0.0427 0.0606 0.1026 0.0957 0.1088 0.1047 0.1194 0.0982 0.0381 0.0776 0.1044 0.0313 0.0227 -0.0536



Arrangement b

DFT (wB97M-V/def2-TZVPD) results for 2 unconnected molecules or ions with the total composition C5H14N2O.

ORCA input file:
```
! wB97M-V def2-TZVPD RIJCOSX def2/J DEFGRID3
* xyz 0 1
C -0.536 -0.371 -2.392
O -0.501 0.181 -3.701
C 0.659 -1.292 -2.255
N 0.691 -1.864 -0.904
H -0.489 0.409 -1.627
H -1.459 -0.942 -2.233
H -1.230 0.800 -3.787
H 0.617 -2.043 -3.051
H 1.564 -0.701 -2.395
H 1.565 -2.358 -0.762
H -0.029 -2.573 -0.807
C 0.892 1.774 3.014
C -0.157 0.839 2.498
C -1.126 0.343 3.267
N -0.068 0.593 1.123
H 0.890 2.707 2.450
H 1.885 1.332 2.903
H 0.745 1.988 4.070
H -1.878 -0.330 2.881
H -1.187 0.622 4.308
H 0.884 0.581 0.782
H -0.516 -0.266 0.834
*
```

Calculated values
- HOMO energy: -8.0417 eV
- Lowest unoccupied orbital energy: 0.863 eV
- HOMO-LUMO gap: 8.9 eV

So, what does the Löwdin scheme give us? The charges, in e, come out as: -0.2843 -0.0699 -0.2724 -0.0091 0.1009 0.1165 0.0830 0.1127 0.1157 0.0679 0.0707 -0.0668 -0.4960 0.0084 0.0693 0.0797 0.0773 0.0724 0.0453 0.0444 0.0746 0.0599



Arrangement c

DFT (wB97M-V/def2-TZVPD) results for C5H14N2O in the gas phase.

ORCA input file:
```
! wB97M-V def2-TZVPD RIJCOSX def2/J DEFGRID3
* xyz 0 1
N -0.530 -2.600 0.184
C 0.705 -1.828 0.197
C 1.730 -2.163 1.272
C 0.273 -0.342 0.466
N 0.764 0.548 -0.560
C 0.328 1.932 -0.501
C -1.003 2.328 -1.079
O -2.112 2.209 -0.203
H -1.346 -2.276 0.673
H -0.501 -3.580 0.424
H 1.096 -1.864 -0.820
H 2.558 -1.464 1.125
H 1.325 -1.945 2.260
H 1.975 -3.233 1.293
H 0.569 0.018 1.457
H -0.819 -0.356 0.722
H 0.418 0.148 -1.428
H 0.488 2.382 0.493
H 1.029 2.466 -1.153
H -1.016 3.342 -1.500
H -1.277 1.700 -1.959
H -2.013 1.524 0.454
*
```

Calculated values
- HOMO energy: -8.9318 eV
- Lowest unoccupied orbital energy: 0.968 eV
- HOMO-LUMO gap: 9.9 eV

So, what does the Löwdin scheme give us? The charges, in e, come out as: 0.0149 -0.4200 -0.0758 -0.2304 -0.0570 -0.2298 -0.2592 -0.0745 0.0514 0.0636 0.1230 0.0840 0.0719 0.0742 0.1108 0.1025 0.1108 0.1326 0.1110 0.1173 0.1206 0.0580



Arrangement d

DFT (wB97M-V/def2-TZVPD) results for C5H14N2O in the gas phase.

ORCA input file:
```
! wB97M-V def2-TZVPD RIJCOSX def2/J DEFGRID3
* xyz 0 1
N 1.281 2.558 -0.790
C 1.498 1.117 -0.947
C 1.355 0.542 0.446
N 0.590 -0.529 0.757
C -1.955 -0.121 0.858
C -0.744 -0.527 0.066
C -0.694 -1.864 -0.712
O -1.576 -2.788 -0.012
H 2.147 2.881 -0.295
H 0.344 2.911 -0.471
H 0.839 -1.022 1.607
H 0.759 0.938 -1.799
H 2.592 0.873 -1.381
H 1.441 1.351 1.211
H 2.397 0.040 0.564
H -1.680 -2.602 0.937
H -2.810 0.285 0.165
H -2.381 -0.926 1.359
H -1.761 0.699 1.548
H -0.719 0.350 -0.635
H 0.263 -2.411 -0.822
H -1.185 -1.755 -1.654
*
```

Calculated values
- HOMO energy: -8.0377 eV
- Lowest unoccupied orbital energy: 0.809 eV
- HOMO-LUMO gap: 8.8 eV

So, what does the Löwdin scheme give us? The charges, in e, come out as: -0.0752 -0.2948 -0.3404 -0.0719 -0.0555 -0.3436 -0.1629 -0.1117 0.0795 0.0922 0.1359 0.1157 0.1476 0.1105 0.1277 0.0673 0.1253 0.0284 0.0829 0.1177 0.1246 0.1006



arrangement b (51.0 kJ/mol below the next structure)



Arrangement a

DFT (wB97M-V/def2-TZVPD) results for 2 unconnected molecules or ions with the total composition C5H14N2O.

ORCA input file:
```
! wB97M-V def2-TZVPD RIJCOSX def2/J DEFGRID3
* xyz 0 1
C 2.122 0.938 -1.723
C 0.848 0.031 -1.669
C 0.027 0.188 -0.455
C 0.497 -0.705 0.766
N 1.085 2.312 1.977
C 1.394 0.999 2.333
N 1.221 -0.133 1.797
H 2.367 1.101 -2.833
H 2.009 1.874 -1.103
H 2.986 0.376 -1.239
H 0.149 0.248 -2.489
H 1.204 -0.920 -1.926
H -1.021 -0.081 -0.721
H -0.050 1.216 -0.191
H 1.193 -1.554 0.426
H -0.341 -1.195 1.237
H 1.142 2.644 1.083
H 1.105 2.915 2.804
H 2.041 0.970 3.251
H -5.858 -3.556 -2.764
H -5.018 -3.073 -1.769
O -5.922 -3.116 -1.962
*
```

Calculated values
- HOMO energy: -8.5228 eV
- Lowest unoccupied orbital energy: 0.742 eV
- HOMO-LUMO gap: 9.3 eV

So, what does the Löwdin scheme give us? The charges, in e, come out as: -0.1008 -0.3035 -0.2080 -0.2367 0.0798 -0.2872 -0.0066 0.0862 0.0630 0.0816 0.1024 0.0799 0.1110 0.0760 0.1321 0.1015 0.0242 0.0911 0.1140 -0.0034 0.0061 -0.0027



Arrangement b

DFT (wB97M-V/def2-TZVPD) results for C5H14N2O in the gas phase.

ORCA input file:
```
! wB97M-V def2-TZVPD RIJCOSX def2/J DEFGRID3
* xyz 0 1
C -1.131 -1.341 -1.115
C -0.347 -0.838 0.070
C 1.157 -0.763 -0.306
C 2.159 -0.775 0.842
O 2.615 0.574 1.072
N -0.804 0.413 0.644
C -1.004 1.621 -0.143
N -2.301 2.254 0.035
H -2.205 -1.199 -0.973
H -0.861 -0.806 -2.036
H -0.857 -2.375 -1.278
H -0.393 -1.615 0.848
H 1.430 -1.565 -1.023
H 1.302 0.116 -0.932
H 3.058 -1.365 0.646
H 1.772 -1.082 1.827
H 3.532 0.729 0.847
H -0.341 0.504 1.540
H -0.251 2.390 -0.008
H -0.931 1.221 -1.159
H -3.011 1.679 -0.403
H -2.590 2.222 1.004
*
```

Calculated values
- HOMO energy: -8.4253 eV
- Lowest unoccupied orbital energy: 0.890 eV
- HOMO-LUMO gap: 9.3 eV

So, what does the Löwdin scheme give us? The charges, in e, come out as: -0.0754 -0.4289 -0.1560 -0.2334 -0.0997 -0.0333 -0.3067 -0.0011 0.0823 0.0775 0.0764 0.1367 0.1144 0.1135 0.1106 0.1170 0.0728 0.1081 0.1088 0.1050 0.0534 0.0580



Arrangement c

DFT (wB97M-V/def2-TZVPD) results for C5H14N2O in the gas phase.

ORCA input file:
```
! wB97M-V def2-TZVPD RIJCOSX def2/J DEFGRID3
* xyz 0 1
C -1.238 1.351 -2.089
N -1.340 0.397 -0.943
C -0.132 0.035 -0.226
C -0.362 -0.926 0.965
C 0.545 -0.654 2.239
N 0.363 0.802 2.508
C 0.902 -0.688 -1.256
O 2.101 -0.038 -1.373
H -1.720 0.952 -2.918
H -1.735 2.328 -1.745
H -0.254 1.662 -2.348
H -1.892 -0.461 -1.321
H 0.389 1.027 0.010
H -1.424 -0.770 1.179
H -0.384 -1.975 0.661
H 0.321 -1.482 2.973
H 1.667 -0.756 1.994
H -0.446 1.060 2.032
H 0.413 0.878 3.583
H 1.049 -1.730 -1.032
H 0.437 -0.698 -2.282
H 2.737 -0.314 -0.611
*
```

Calculated values
- HOMO energy: -8.2565 eV
- Lowest unoccupied orbital energy: 0.940 eV
- HOMO-LUMO gap: 9.2 eV

So, what does the Löwdin scheme give us? The charges, in e, come out as: -0.1155 -0.1259 -0.3445 -0.1778 -0.2620 -0.0252 -0.2663 -0.0911 0.0458 0.0967 0.0599 0.1435 0.1561 0.1006 0.0991 0.1085 0.1100 0.0172 0.1085 0.0963 0.1215 0.1445



Arrangement d

DFT (wB97M-V/def2-TZVPD) results for 2 unconnected molecules or ions with the total composition C5H14N2O.

ORCA input file:
```
! wB97M-V def2-TZVPD RIJCOSX def2/J DEFGRID3
* xyz 0 1
C -1.225 -0.337 1.230
C -1.241 0.352 -0.163
C 0.144 0.621 -0.675
C 0.721 -0.095 -1.626
N 2.049 0.069 -2.080
C 0.810 1.827 -0.028
N -2.556 -0.792 1.625
H -0.504 -1.137 1.202
H -0.928 0.416 1.950
H -1.732 -0.347 -0.851
H -1.890 1.222 -0.062
H 0.239 -0.972 -2.039
H 2.089 -0.067 -3.080
H 2.431 0.973 -1.838
H 0.972 2.548 -0.844
H 1.842 1.608 0.268
H 0.243 2.299 0.764
H -3.261 -0.167 1.255
H -2.839 -1.717 1.332
H 2.033 -1.588 0.851
H 1.112 -2.771 1.246
O 1.488 -1.944 1.562
*
```

Calculated values
- HOMO energy: -7.9246 eV
- Lowest unoccupied orbital energy: 0.787 eV
- HOMO-LUMO gap: 8.7 eV

So, what does the Löwdin scheme give us? The charges, in e, come out as: -0.2723 -0.1825 -0.3224 -0.1965 0.0405 -0.0522 -0.0171 0.0749 0.1027 0.1063 0.1099 0.1135 0.0741 0.0603 0.0815 0.0745 0.0733 0.0544 0.0561 0.0364 0.0424 -0.0579



arrangement d (18.0 kJ/mol below the next structure)